Record 1
Here is one molecule with the formula C2H4ClPS at a distorted geometry from the Open Molecules 2025 dataset. Energies are from wB97M-V/def2-TZVPD.

Last column: Mulliken charge in e.
Cartesian coordinates (Å):
P1 -0.1519 -1.8409 1.3586  -0.0959
S1 -0.8182 -0.7749 -0.3739  -0.1160
C1 0.3110 0.5146 -0.3035  -0.0886
C2 0.3510 1.5440 -1.2001  -0.3788
Cl1 1.5506 2.8256 -1.2010  -0.1816
H1 -1.0731 -1.2220 2.2440  0.0996
H2 -0.7164 -3.0174 0.8405  0.0727
H3 0.9861 0.3449 0.5084  0.3150
H4 -0.4392 1.6260 -1.8730  0.3736

HOMO level, eV: -8.37
Calculated total energy, Ha: -1278.28751
HOMO-LUMO gap, eV: 8.811
Relative energy (zero: lowest compared OMol25 entry of this formula, charge and spin), eV: 0.000



Record 2
Here is C2H4DyLiO2 as an isolated structure at a distorted geometry from the Open Molecules 2025 dataset. Energies are from wB97M-V/def2-TZVPD.

Last column: Mulliken charge in e.
Cartesian coordinates (Å):
O1 -0.2777 -1.4384 1.6865  -0.5299
C1 0.9379 2.3384 0.6221  -0.1781
C2 0.5720 2.6763 -0.7545  -0.2013
O2 0.4804 1.2976 -0.3367  -0.5178
Dy1 -1.1964 -0.3690 -0.1612  2.3115
Li1 0.8677 -2.8033 2.2142  0.9402
H1 1.9938 2.2641 0.8821  0.2841
H2 0.2663 2.6461 1.4245  0.3066
H3 1.3582 2.8110 -1.4976  0.2679
H4 -0.3916 3.1497 -0.9474  0.3168

Charge: +3
HOMO level (alpha / beta), eV: -24.41 / -24.40
Spin multiplicity: 7
⟨S²⟩: 12.612
Calculated total energy, Ha: -1120.36734
HOMO-LUMO gap (alpha / beta), eV: 9.165 / 7.510



Record 3
Here is one molecule with the formula C2H4F2 at a distorted geometry from the Open Molecules 2025 dataset. Energies are from wB97M-V/def2-TZVPD.

Last column: Mulliken charge in e.
Cartesian coordinates (Å):
C1 -0.2730 0.8257 0.1475  -0.8968
C2 0.1910 -0.7556 -0.2387  0.3549
F1 0.6236 -1.2366 0.9877  -0.2808
F2 1.2238 -0.8269 -1.0518  -0.2190
H1 -0.7907 0.7676 1.2129  0.2567
H2 0.5390 1.5973 0.0404  0.2884
H3 -0.9003 1.1693 -0.6522  0.3001
H4 -0.6133 -1.5407 -0.4458  0.1965

HOMO level, eV: -11.58
Calculated total energy, Ha: -278.30339
HOMO-LUMO gap, eV: 12.705
Relative energy (zero: lowest compared OMol25 entry of this formula, charge and spin), eV: 0.867



Record 4
Here is C2H4F2NOPS as an isolated structure at a distorted geometry from the Open Molecules 2025 dataset. Energies are from wB97M-V/def2-TZVPD.

Last column: Mulliken charge in e.
Cartesian coordinates (Å):
C1 -0.1954 -0.4232 -0.2978  0.8263
C2 -0.3698 -0.5775 -1.7620  -1.0958
N1 0.1658 -1.2246 0.6112  -0.6038
O1 0.0214 0.8840 -0.0202  -0.2465
F1 0.4461 2.6246 1.3252  -0.2444
F2 1.9258 0.9750 1.5975  -0.2660
P1 0.2610 1.0598 1.5477  0.6984
S1 -0.9199 0.5041 2.9654  -0.3026
H1 -0.1316 -1.5502 -2.1117  0.3473
H2 -1.2803 -0.2591 -2.2189  0.3229
H3 0.2339 0.1966 -2.1079  0.3333
H4 -0.1572 -2.2095 0.4716  0.2310

HOMO level, eV: -9.58
Calculated total energy, Ha: -1147.96135
HOMO-LUMO gap, eV: 10.022
Relative energy (zero: lowest compared OMol25 entry of this formula, charge and spin), eV: 0.701



Record 5
Here is a 2-piece molecular cluster, C2H4F2OS overall at a distorted geometry from the Open Molecules 2025 dataset. Energies are from wB97M-V/def2-TZVPD.

Last column: Mulliken charge in e.
Cartesian coordinates (Å):
F1 4.1486 -0.8338 0.3802  -0.1408
C1 3.4437 0.1858 0.0407  0.0801
S1 2.2638 0.7867 0.9687  -0.2306
H1 3.8153 0.4371 -0.9085  0.2914
O1 -1.9771 -0.9792 0.5141  -0.4620
C2 -2.3826 -0.0686 -0.4006  0.0577
F2 -3.0065 1.0336 0.2490  -0.3048
H2 -1.7022 -0.4879 1.3338  0.3252
H3 -2.9641 -0.5191 -1.1641  0.2224
H4 -1.6389 0.4454 -1.0134  0.1613

HOMO level (alpha / beta), eV: -9.82 / -9.82
Calculated total energy, Ha: -751.70664
HOMO-LUMO gap (alpha / beta), eV: 9.484 / 9.483
Relative energy (zero: lowest compared OMol25 entry of this formula, charge and spin), eV: 0.913



Record 6
Here is C2H4F8KNO12S4 as an isolated structure at a distorted geometry from the Open Molecules 2025 dataset. Energies are from wB97M-V/def2-TZVPD.

Last column: Mulliken charge in e.
Cartesian coordinates (Å):
K1 25.5989 3.5589 12.6704  0.9821
N1 22.2007 -0.4785 13.9100  -0.3292
S1 22.2416 0.3468 15.2090  1.0150
O1 21.1291 1.2252 15.4863  -0.6314
O2 23.5232 0.7814 15.7263  -0.5417
F1 21.8617 -0.8923 16.1834  -0.3406
S2 22.2527 0.8485 12.8615  0.9193
O3 23.4418 1.6607 12.7853  -0.2234
O4 21.0090 1.5266 12.6273  -0.5578
F2 22.4292 -0.0342 11.5381  -0.2871
C1 27.9440 0.1871 14.6655  0.5555
F3 28.6439 -0.8401 15.1173  -0.2387
F4 26.9773 0.4532 15.5344  -0.1977
F5 28.7354 1.2815 14.6168  -0.3203
S3 27.1743 -0.2699 12.9689  1.0564
O5 26.3069 0.8416 12.5715  -0.5041
O6 28.2454 -0.5125 12.0139  -0.6828
O7 26.4471 -1.4830 13.3010  -0.6801
C2 21.8878 3.3798 9.0715  0.5603
F6 21.3210 3.6185 7.8881  -0.2469
F7 21.3623 4.2374 9.9591  -0.2333
F8 21.6122 2.1591 9.4851  -0.1964
S4 23.7488 3.6822 9.0032  1.0235
O8 24.2592 2.8070 7.9658  -0.6709
O9 23.8483 5.1286 8.7775  -0.7140
O10 24.1865 3.3365 10.3462  -0.5752
O11 26.1234 3.8738 15.4864  -0.4838
H1 26.0411 3.7155 16.4326  0.2458
H2 27.0465 4.1149 15.3589  0.2582
O12 28.3744 3.4001 12.8660  -0.6132
H3 28.2902 4.2121 13.3716  0.2687
H4 28.6637 2.7395 13.5082  0.3839

Charge: -2
HOMO level, eV: -3.94
Calculated total energy, Ha: -4028.04447
HOMO-LUMO gap, eV: 6.986
Relative energy (zero: lowest compared OMol25 entry of this formula, charge and spin), eV: 0.000



Record 7
Here is a 3-piece molecular cluster, C2H4FN overall at a distorted geometry from the Open Molecules 2025 dataset. Energies are from wB97M-V/def2-TZVPD.

Last column: Mulliken charge in e.
Cartesian coordinates (Å):
C1 -0.7937 -0.2011 -1.3397  0.0151
C2 1.1971 -0.6264 -0.0184  -0.2541
N1 0.0592 -0.5470 -0.5142  -0.0547
F1 -2.0596 -0.1530 -1.1165  -0.1427
H1 -1.0629 1.2157 1.3460  0.0426
H2 1.8002 -1.5469 0.0612  0.2436
H3 1.3518 0.1469 0.6818  0.1886
H4 -0.4921 1.7117 0.8999  -0.0383

HOMO level, eV: -8.50
Calculated total energy, Ha: -233.05787
HOMO-LUMO gap, eV: 8.704
Relative energy (zero: lowest compared OMol25 entry of this formula, charge and spin), eV: 4.172



Record 8
Here is a 2-piece molecular cluster, C2H4FN overall at a distorted geometry from the Open Molecules 2025 dataset. Energies are from wB97M-V/def2-TZVPD.

Last column: Mulliken charge in e.
Cartesian coordinates (Å):
C1 -0.4365 0.0911 -0.0915  0.6829
C2 0.9616 0.2033 0.3153  -0.7481
N1 -1.0233 0.5932 -1.0367  -0.5637
F1 -1.1214 -0.8038 0.7208  -0.2582
H1 1.2348 -0.7503 0.9500  0.2464
H2 1.2651 1.1213 0.8811  0.2556
H3 1.6661 0.2945 -0.5433  0.2658
H4 -2.5463 -0.7492 -1.1957  0.1192

HOMO level (alpha / beta), eV: -10.89 / -10.37
Calculated total energy, Ha: -233.05655
HOMO-LUMO gap (alpha / beta), eV: 10.510 / 9.200
Relative energy (zero: lowest compared OMol25 entry of this formula, charge and spin), eV: 4.208



Record 9
Here is a 2-piece molecular cluster, C2H4FN3 overall at a distorted geometry from the Open Molecules 2025 dataset. Energies are from wB97M-V/def2-TZVPD.

Last column: Mulliken charge in e.
Cartesian coordinates (Å):
C1 0.5296 0.5791 0.3807  -0.3246
C2 -0.8335 0.4213 -0.2891  0.0710
N1 -1.1123 -0.9482 -0.3282  -0.1962
N2 -0.0959 -1.6371 -0.0618  -0.3328
N3 0.9408 -0.8171 0.1723  0.0502
F1 -1.8569 1.2236 0.1650  -0.2271
H1 1.1963 1.2155 -0.0805  0.2780
H2 0.3651 0.6274 1.5481  0.2452
H3 -0.8627 0.5885 -2.0326  0.2233
H4 1.7296 -1.2529 0.5261  0.2130

HOMO level, eV: -9.19
Calculated total energy, Ha: -342.57870
HOMO-LUMO gap, eV: 9.239
Relative energy (zero: lowest compared OMol25 entry of this formula, charge and spin), eV: 3.925



Record 10
Here is a 2-piece molecular cluster, C2H4FNO overall at a distorted geometry from the Open Molecules 2025 dataset. Energies are from wB97M-V/def2-TZVPD.

Last column: Mulliken charge in e.
Cartesian coordinates (Å):
C1 1.4881 1.1587 0.2590  -0.9691
C2 0.7095 1.3788 -0.7484  0.6627
O1 -0.0462 1.5625 -1.5847  -0.3258
H1 1.4553 2.0050 0.8837  0.2695
H2 1.8493 0.1642 0.2357  0.3516
N1 -1.4939 -1.5350 0.5136  -0.3651
F1 -1.1339 -2.7079 -0.0829  -0.1701
H3 -0.6289 -0.9872 0.5892  0.2777
H4 -2.1993 -1.0391 -0.0652  0.2686

HOMO level, eV: -9.73
Calculated total energy, Ha: -308.33759
HOMO-LUMO gap, eV: 10.333
Relative energy (zero: lowest compared OMol25 entry of this formula, charge and spin), eV: 3.954